Entry from the OMol25 dataset: C4H6NO4S2 as an isolated structure (the ωB97M-V functional and the def2-TZVPD basis).

Geometry as XYZ:
```
17
Properties=species:S:1:pos:R:3:forces:R:3:mulliken_charge:R:1
C 0.033 -0.991 0.620 0.6 0.2 -0.5 -0.12
C 0.969 -1.206 -0.608 0.9 0.2 1.9 -0.03
C 0.995 1.005 0.432 1.5 0.8 0.4 -0.41
C -0.720 0.751 2.096 -1.5 2.3 -0.5 -0.84
N 0.105 0.175 1.114 1.6 -0.9 -2.5 0.15
O -1.087 -0.447 -3.594 0.4 -0.7 -1.6 -0.48
O 0.549 0.770 -2.119 -1.1 0.1 -2.8 -0.24
O -1.576 -0.043 -1.223 0.3 -0.1 -0.9 -0.49
O 0.271 -1.486 -1.710 -0.5 -2.4 -2.5 -0.35
S 1.698 0.533 -0.977 -1.1 -0.5 2.8 0.12
S -0.654 -0.317 -2.290 -0.4 2.2 4.1 1.19
H -0.787 -1.574 0.931 -0.4 -1.4 0.1 0.38
H 1.818 -1.925 -0.443 -1.0 0.5 -0.2 0.50
H 1.074 1.960 0.852 0.5 1.3 0.2 0.57
H -1.374 0.006 2.501 -0.6 -0.1 0.1 0.29
H -0.084 1.131 2.864 0.3 0.4 0.7 0.39
H -1.230 1.659 1.554 0.5 -1.8 1.3 0.36
```
Positions in Å, forces in eV/Å.

Results
**Multiplicity**: 1
**Net charge**: +1
**Gap between HOMO and LUMO**: 8.110 eV
**Strongest force on any atom**: 0.090 Eh/bohr
**HOMO level**: -13.433 eV